Entry 1:
This record from OMol25 describes a structure of composition C44H48KN11 in a non-equilibrium geometry. The level of theory is the ωB97M-V functional and the def2-TZVPD basis.

The geometry in ORCA input format:
```
! RIJCOSX wB97M-V def2-TZVPD def2/J DEFGRID3
* xyz 0 1
K 1.066 1.838 1.172
C 4.939 4.291 -0.511
C 4.012 3.312 0.100
N 2.761 3.619 0.281
C 2.348 5.026 -0.088
C 0.805 5.310 0.037
N 0.135 4.089 -0.379
C -1.304 4.062 -0.533
C -1.657 2.725 -1.290
N -1.437 1.657 -0.383
C -1.839 0.382 -1.057
C -0.798 -1.087 0.622
N 0.369 -1.731 0.011
C 0.420 -2.969 0.163
C -0.696 -3.817 0.750
C 3.730 -0.118 1.365
C 4.739 -0.786 0.748
C 5.580 -0.150 -0.120
C 5.393 1.200 -0.390
C 4.417 1.863 0.330
N 3.583 1.208 1.149
H 5.968 3.919 -0.500
H 4.944 5.227 0.084
H 4.637 4.561 -1.535
H 2.557 5.074 -1.083
H 3.005 5.768 0.368
H 0.668 6.267 -0.539
H 0.614 5.441 1.149
H 0.559 3.755 -1.237
H -1.748 5.056 -0.849
H -1.745 3.960 0.459
H -0.988 2.697 -2.178
H -2.688 2.738 -1.587
H -2.070 1.757 0.386
H -1.136 0.297 -1.835
H -2.853 0.530 -1.468
H -1.194 -1.649 1.467
H -0.428 -0.090 0.933
H -0.396 -4.850 0.659
H -1.603 -3.597 0.296
H -0.745 -3.579 1.850
H 4.866 -1.870 0.914
H 6.399 -0.720 -0.564
H 5.977 1.714 -1.168
C 1.638 -3.664 -0.440
N 2.649 -2.689 -0.486
C 3.415 -2.618 -1.736
C 2.844 -1.415 -2.427
N 3.362 -0.195 -2.395
C 2.366 0.593 -2.947
C 2.269 1.962 -3.309
C 1.256 2.352 -4.144
C 0.198 1.500 -4.454
C 0.172 0.208 -3.974
C 1.242 -0.197 -3.231
N 1.541 -1.471 -2.832
C 2.845 -0.771 2.315
N 1.891 -0.150 2.979
C 1.163 -1.123 3.667
C -0.077 -0.957 4.286
C -0.670 -2.122 4.786
C -0.047 -3.349 4.661
C 1.121 -3.577 3.975
C 1.739 -2.403 3.456
N 2.763 -2.119 2.579
H 1.959 -4.466 0.190
H 1.234 -4.033 -1.351
H 2.194 -1.769 -0.277
H 3.407 -3.532 -2.339
H 4.516 -2.435 -1.603
H 3.087 2.584 -2.991
H 1.287 3.364 -4.604
H -0.585 1.825 -5.052
H -0.736 -0.403 -4.122
H 1.065 -2.366 -3.098
H -0.613 -0.009 4.247
H -1.642 -2.100 5.235
H -0.652 -4.162 5.054
H 1.446 -4.589 3.842
H 3.396 -2.773 2.156
N -1.897 -0.870 -0.283
C -3.295 -1.118 0.268
C -4.232 -1.669 -0.781
C -5.538 -1.242 -0.972
C -6.258 -1.803 -2.033
C -5.705 -2.698 -2.913
C -4.447 -3.266 -2.669
C -3.753 -2.751 -1.594
C -3.823 -0.530 1.455
C -3.230 0.530 2.208
C -4.011 1.262 3.127
C -5.210 0.817 3.635
C -5.706 -0.382 3.111
C -5.045 -0.984 2.013
H -6.002 -0.420 -0.451
H -7.227 -1.473 -2.140
H -6.221 -3.163 -3.749
H -4.118 -4.158 -3.273
H -2.712 -3.057 -1.435
H -2.258 0.944 1.948
H -3.554 2.210 3.521
H -5.819 1.232 4.384
H -6.540 -0.883 3.487
H -5.605 -1.792 1.521
*
```

Values from the calculation:
electronic energy	-79120.2885	eV
relative energy (zero: lowest compared OMol25 entry of this formula, charge and spin)	40.18	kJ/mol
HOMO	-0.1570	Ha
orbital gap	3.8	eV
M	770.04	g mol⁻¹



Entry 2:
This record from OMol25 describes a structure of composition C44H49AsBrN4O3PtSSe. The level of theory is the ωB97M-V functional and the def2-TZVPD basis.

The geometry in ORCA input format:
```
! RIJCOSX wB97M-V def2-TZVPD def2/J DEFGRID3
* xyz 3 1
Pt -0.608 -0.876 -0.340
C 1.223 -5.516 2.061
C 2.572 -5.102 1.485
C 2.647 -3.630 1.077
C 2.316 -2.704 2.245
N 2.810 -1.337 2.016
C 2.110 -0.217 1.756
Se 0.243 -0.011 1.751
N 2.959 0.825 1.655
C 2.623 2.249 1.527
C 2.676 2.973 2.869
C 1.685 2.449 3.914
C 2.273 1.391 4.844
C 4.239 0.369 1.879
C 5.467 1.040 1.918
C 6.571 0.267 2.178
C 6.475 -1.126 2.402
C 5.273 -1.789 2.365
C 4.145 -1.005 2.100
H 1.178 -6.594 2.201
H 0.406 -5.233 1.394
H 1.034 -5.061 3.036
H 2.798 -5.713 0.610
H 3.365 -5.310 2.209
H 1.967 -3.429 0.247
H 3.657 -3.401 0.729
H 2.817 -3.052 3.151
H 1.250 -2.640 2.454
H 1.632 2.307 1.080
H 3.340 2.672 0.822
H 2.497 4.029 2.657
H 3.692 2.909 3.268
H 0.788 2.065 3.410
H 1.325 3.286 4.513
H 2.681 0.533 4.303
H 1.525 1.018 5.543
H 3.088 1.812 5.433
H 5.547 2.105 1.756
H 7.546 0.732 2.219
H 7.379 -1.680 2.611
H 5.208 -2.854 2.538
C 1.737 1.496 -3.799
N 1.095 0.192 -3.863
C 0.622 -0.386 -5.136
C -0.064 -1.693 -4.695
N 0.302 -1.761 -3.271
C 0.932 -0.656 -2.878
S 1.484 -0.397 -1.238
H 1.424 2.067 -4.671
H 2.822 1.400 -3.806
H 1.411 2.014 -2.901
H 1.472 -0.555 -5.796
H -0.068 0.309 -5.612
H 0.318 -2.562 -5.225
H -1.147 -1.655 -4.804
H 0.215 -2.582 -2.694
Br -4.429 -7.602 3.208
C -3.632 -6.119 2.390
C -2.580 -5.468 3.031
C -1.976 -4.389 2.420
C -2.450 -3.944 1.184
C -3.518 -4.584 0.554
C -4.100 -5.684 1.154
C -1.801 -2.816 0.547
O -2.413 -1.773 0.102
O -0.510 -2.755 0.396
H -2.241 -5.815 3.997
H -1.150 -3.885 2.906
H -3.889 -4.229 -0.398
H -4.918 -6.201 0.673
O -1.070 0.794 -1.289
As -2.177 2.103 -1.426
C -2.117 2.455 -3.293
C -1.523 3.617 -3.772
C -1.487 3.846 -5.143
C -2.043 2.920 -6.014
C -2.642 1.761 -5.528
C -2.681 1.523 -4.164
C -1.417 3.542 -0.435
C -0.043 3.762 -0.498
C 0.504 4.835 0.187
C -0.314 5.674 0.936
C -1.679 5.441 1.008
C -2.238 4.372 0.320
C -3.970 1.782 -0.893
C -4.338 0.756 -0.033
C -5.673 0.616 0.316
C -6.621 1.497 -0.186
C -6.246 2.524 -1.042
C -4.917 2.670 -1.406
H -1.107 4.349 -3.090
H -1.044 4.755 -5.526
H -2.032 3.111 -7.079
H -3.103 1.063 -6.213
H -3.179 0.638 -3.780
H 0.591 3.104 -1.080
H 1.567 5.033 0.125
H 0.114 6.519 1.459
H -2.312 6.093 1.594
H -3.305 4.194 0.376
H -3.609 0.066 0.366
H -5.973 -0.182 0.980
H -7.661 1.383 0.090
H -6.988 3.206 -1.433
H -4.632 3.460 -2.092
*
```

Values from the calculation:
electronic energy	-268812.8871	eV
relative energy (zero: lowest compared OMol25 entry of this formula, charge and spin)	0.00	kJ/mol
HOMO	-0.5557	Ha
orbital gap	4.7	eV
M	1142.83	g mol⁻¹



Entry 3:
This record from OMol25 describes a structure of composition C44H49AuN6P2Se2Si2 in a non-equilibrium geometry. The level of theory is the ωB97M-V functional and the def2-TZVPD basis.

The geometry in ORCA input format:
```
! RIJCOSX wB97M-V def2-TZVPD def2/J DEFGRID3
* xyz 0 1
Au 1.418 1.299 0.372
C 2.211 0.996 4.016
C 3.073 0.157 3.129
C 4.088 -0.653 3.625
C 4.848 -1.390 2.719
C 4.539 -1.369 1.384
C 3.460 -0.565 0.939
N 2.833 0.227 1.832
N 3.006 -0.503 -0.296
Si 3.024 -1.777 -1.453
C 4.432 -1.522 -2.735
C 3.149 -3.536 -0.711
C 1.309 -1.675 -2.282
H 2.217 0.630 5.039
H 1.193 0.974 3.634
H 2.559 2.028 4.002
H 4.283 -0.703 4.686
H 5.670 -1.997 3.070
H 5.096 -1.932 0.656
H 5.310 -1.075 -2.278
H 4.114 -0.874 -3.546
H 4.735 -2.467 -3.170
H 4.169 -3.825 -0.473
H 2.754 -4.283 -1.394
H 2.562 -3.583 0.201
H 1.022 -0.641 -2.445
H 0.574 -2.140 -1.633
H 1.282 -2.194 -3.234
Se -4.521 -1.963 2.089
P -3.106 -2.688 0.714
C -3.850 -2.928 -0.933
C -3.999 -4.185 -1.506
C -4.641 -4.305 -2.724
C -5.146 -3.185 -3.363
C -5.048 -1.939 -2.766
C -4.404 -1.815 -1.551
C -2.414 -4.313 1.136
C -1.456 -4.901 0.312
C -0.991 -6.165 0.608
C -1.478 -6.845 1.715
C -2.425 -6.259 2.535
C -2.897 -4.990 2.246
C -1.657 -1.629 0.586
C -1.270 -0.314 0.287
N 0.035 -0.250 0.657
N 0.408 -1.404 1.131
N -0.576 -2.238 1.107
P -2.036 1.220 -0.259
Se -0.631 2.785 -0.673
C -3.229 1.731 1.020
C -4.523 1.226 1.078
C -5.378 1.650 2.079
C -4.951 2.575 3.018
C -3.666 3.091 2.950
C -2.804 2.667 1.957
C -2.870 0.994 -1.852
C -4.008 1.722 -2.178
C -4.488 1.690 -3.475
C -3.821 0.962 -4.447
C -2.673 0.255 -4.125
C -2.197 0.265 -2.828
H -3.618 -5.060 -1.002
H -4.751 -5.282 -3.170
H -5.625 -3.285 -4.326
H -5.475 -1.067 -3.240
H -4.328 -0.855 -1.062
H -1.084 -4.366 -0.550
H -0.250 -6.629 -0.024
H -1.119 -7.837 1.935
H -2.800 -6.790 3.400
H -3.645 -4.524 2.876
H -4.864 0.502 0.355
H -6.380 1.251 2.125
H -5.617 2.894 3.807
H -3.335 3.832 3.664
H -1.802 3.072 1.891
H -4.507 2.303 -1.417
H -5.374 2.255 -3.730
H -4.192 0.954 -5.462
H -2.136 -0.287 -4.889
H -1.303 -0.286 -2.562
C 3.176 5.027 -1.964
Si 3.526 3.276 -1.269
C 2.831 2.061 -2.545
C 5.393 2.946 -0.999
N 2.631 3.012 0.215
C 2.592 3.885 1.236
C 3.525 4.937 1.365
C 3.462 5.832 2.406
C 2.470 5.728 3.372
C 1.540 4.700 3.274
C 1.603 3.797 2.239
H 3.664 5.152 -2.926
H 3.507 5.835 -1.322
H 2.107 5.154 -2.115
H 3.330 2.191 -3.499
H 1.769 2.228 -2.694
H 2.969 1.035 -2.229
H 5.890 2.788 -1.949
H 5.522 2.052 -0.397
H 5.899 3.762 -0.495
H 4.315 5.022 0.640
H 4.198 6.622 2.472
H 2.428 6.430 4.190
H 0.760 4.608 4.016
H 0.877 3.000 2.161
*
```

Values from the calculation:
electronic energy	-224084.2180	eV
relative energy (zero: lowest compared OMol25 entry of this formula, charge and spin)	47.80	kJ/mol
HOMO	-0.2687	Ha
orbital gap	5.2	eV
M	1134.92	g mol⁻¹



Entry 4:
This record from OMol25 describes a structure of composition C44H49GeMoN2P3. The level of theory is the ωB97M-V functional and the def2-TZVPD basis.

The geometry in ORCA input format:
```
! RIJCOSX wB97M-V def2-TZVPD def2/J DEFGRID3
* xyz 2 3
Mo -0.569 0.004 -0.073
N 1.479 -1.272 1.919
P -0.125 -0.837 2.283
C -0.073 0.378 3.617
C -0.204 0.023 4.958
C -0.106 0.996 5.942
C 0.113 2.321 5.593
C 0.231 2.685 4.257
C 0.133 1.715 3.274
C -0.948 -2.276 2.974
C -2.341 -2.284 2.987
C -3.022 -3.345 3.563
C -2.312 -4.403 4.115
C -0.923 -4.403 4.093
C -0.238 -3.339 3.525
P 1.808 -0.827 0.317
C 2.642 -2.152 -0.555
C 3.839 -2.687 -0.080
C 4.464 -3.697 -0.791
C 3.913 -4.151 -1.986
C 2.733 -3.607 -2.470
C 2.093 -2.609 -1.747
C 3.054 0.480 0.408
C 3.267 1.207 1.576
C 4.205 2.231 1.592
C 4.918 2.537 0.443
C 4.701 1.819 -0.728
C 3.773 0.793 -0.748
H 2.182 -1.530 2.602
H -0.387 -1.008 5.234
H -0.206 0.720 6.983
H 0.185 3.076 6.365
H 0.395 3.720 3.988
H 0.229 2.000 2.228
H -2.890 -1.461 2.540
H -4.104 -3.351 3.577
H -2.842 -5.233 4.561
H -0.375 -5.232 4.518
H 0.845 -3.353 3.499
H 4.289 -2.310 0.833
H 5.387 -4.124 -0.424
H 4.413 -4.933 -2.541
H 2.311 -3.965 -3.400
H 1.155 -2.190 -2.092
H 2.716 0.973 2.478
H 4.385 2.781 2.506
H 5.655 3.329 0.461
H 5.265 2.054 -1.621
H 3.624 0.217 -1.655
C 0.418 0.087 -3.721
P -0.182 1.108 -2.344
C -1.721 1.852 -2.961
C -2.806 1.008 -3.206
C -4.005 1.531 -3.661
C -4.132 2.901 -3.863
C -3.057 3.743 -3.615
C -1.850 3.222 -3.164
C 0.995 2.461 -2.147
C 1.837 2.900 -3.163
C 2.705 3.959 -2.933
C 2.733 4.583 -1.694
C 1.896 4.151 -0.673
C 1.034 3.094 -0.902
H 0.426 0.657 -4.649
H -0.252 -0.765 -3.838
H 1.422 -0.278 -3.503
H -2.711 -0.060 -3.042
H -4.839 0.874 -3.866
H -5.066 3.310 -4.226
H -3.152 4.807 -3.787
H -1.013 3.884 -2.981
H 1.821 2.425 -4.136
H 3.358 4.301 -3.726
H 3.410 5.409 -1.522
H 1.924 4.636 0.294
H 0.365 2.763 -0.109
C -1.318 -3.600 -2.871
Ge -1.496 -3.408 -0.932
C -3.250 -4.070 -0.398
C -0.099 -4.310 0.096
C -1.611 -1.444 -0.594
H -1.402 -4.653 -3.142
H -0.368 -3.229 -3.253
H -2.129 -3.063 -3.365
H -3.319 -5.139 -0.604
H -4.042 -3.564 -0.951
H -3.407 -3.916 0.670
H 0.563 -4.881 -0.553
H -0.583 -4.995 0.794
H 0.505 -3.612 0.672
H -2.660 -1.128 -0.739
C -3.675 4.459 0.299
C -4.216 3.037 0.502
C -3.165 2.041 0.364
N -2.318 1.280 0.231
H -4.498 5.164 0.391
H -3.234 4.566 -0.691
H -2.928 4.704 1.051
H -4.985 2.799 -0.236
H -4.662 2.918 1.491
*
```

Values from the calculation:
electronic energy	-135629.8900	eV
HOMO (spin up / spin down)	-0.4779 / -0.5070	Ha
orbital gap (spin up / spin down)	7.7 / 7.7	eV
M	867.36	g mol⁻¹



Question: Look up the M of the third one.
Answer: 1134.92 g mol⁻¹